Record 1
Entry from OMol25: C11H12N4O5Zn as an isolated structure (wB97M-V/def2-TZVPD).

spin multiplicity = 1
charge = +2

Last column: Löwdin charge in e.
Cartesian coordinates (Å):
1 O -2.7083 0.5884 2.9244  0.158
2 C -1.9456 0.4227 2.1008  0.058
3 Zn 0.0000 0.0000 0.0000  0.235
4 O -2.1559 -1.0386 -1.9088  0.292
5 C -1.3734 -0.6423 -1.1623  0.024
6 C 1.2337 -0.2679 -1.3319  -0.020
7 O 2.0122 -0.4369 -2.1725  0.298
8 C 0.3062 -1.7801 0.6220  0.022
9 O 0.5345 -2.8607 0.9491  0.281
10 C -0.2864 1.7761 -0.6428  0.020
11 O -0.4150 2.8352 -1.0769  0.281
12 C 1.0478 1.0531 2.5978  -0.177
13 N 1.5633 0.7060 1.2513  -0.180
14 C 2.6454 -0.3202 1.4394  -0.166
15 N 3.7307 0.1678 2.3074  -0.074
16 C 3.1672 0.5035 3.6269  -0.135
17 N 2.1320 1.5433 3.4850  -0.070
18 C 2.7544 2.7412 2.8925  -0.135
19 N 3.3149 2.4174 1.5684  -0.074
20 C 2.2275 1.9343 0.6993  -0.167
21 C 4.3320 1.3660 1.7059  -0.138
22 H 0.5687 0.1622 3.0605  0.128
23 H 0.2649 1.8370 2.5115  0.125
24 H 3.0736 -0.6289 0.4617  0.136
25 H 2.2589 -1.2397 1.9185  0.121
26 H 3.9756 0.8534 4.3083  0.153
27 H 2.7362 -0.4049 4.1041  0.145
28 H 2.0055 3.5594 2.8041  0.145
29 H 3.5562 3.1306 3.5602  0.153
30 H 2.6293 1.7396 -0.3187  0.139
31 H 1.5131 2.7745 0.6052  0.121
32 H 5.1772 1.7283 2.3328  0.153
33 H 4.7688 1.1200 0.7108  0.146

=====

Record 2
Entry from OMol25: one molecule with the formula C16H16N4OS2 (wB97M-V/def2-TZVPD).

SMILES = Cc1cc(C)cc(-n2ccnc2SCC(=O)Nc2nccs2)c1
spin multiplicity = 1
charge = 0

Last column: Löwdin charge in e.
Cartesian coordinates (Å):
1 C -0.1580 -2.8328 -1.3502  -0.043
2 C -1.1900 -1.9803 -0.6776  -0.255
3 C -2.2967 -2.5460 -0.0577  -0.006
4 C -3.2553 -1.7647 0.5718  -0.265
5 C -3.0913 -0.3858 0.5907  0.024
6 C -1.9858 0.1883 -0.0178  -0.206
7 C -1.0428 -0.6015 -0.6600  0.010
8 H -0.2103 -0.1342 -1.1626  0.101
9 N -1.8259 1.5870 -0.0065  -0.029
10 C -0.7261 2.2969 0.3655  -0.631
11 N -0.8921 3.5847 0.2104  0.068
12 C -2.1403 3.7325 -0.2970  -0.136
13 C -2.7428 2.5139 -0.4238  -0.053
14 H -3.7074 2.2267 -0.7879  0.116
15 H -2.5211 4.7051 -0.5338  0.095
16 S 0.6957 1.5674 1.0784  1.002
17 C 1.9589 2.4321 0.0615  -0.334
18 C 2.0880 1.5762 -1.1594  -0.547
19 O 1.3911 1.6790 -2.1426  0.074
20 N 2.9953 0.5319 -1.1010  0.098
21 C 3.9265 0.2072 -0.1577  -0.613
22 N 4.2664 0.8882 0.8775  0.037
23 C 5.2361 0.2695 1.5943  -0.236
24 C 5.6637 -0.9176 1.1036  -0.409
25 S 4.8105 -1.3126 -0.3431  1.027
26 H 6.4125 -1.5777 1.4890  0.057
27 H 5.5992 0.7498 2.4838  0.107
28 H 2.9582 -0.0812 -1.9082  0.144
29 H 1.5509 3.4129 -0.1720  0.082
30 H 2.8716 2.4776 0.6480  0.054
31 H -3.8192 0.2424 1.0833  0.126
32 C -4.4529 -2.3815 1.2277  -0.049
33 H -4.4768 -2.1272 2.2865  0.083
34 H -4.4374 -3.4636 1.1303  0.074
35 H -5.3691 -2.0043 0.7751  0.083
36 H -2.4174 -3.6200 -0.0718  0.115
37 H -0.5473 -3.8257 -1.5604  0.075
38 H 0.7141 -2.9374 -0.7041  0.084
39 H 0.1672 -2.3755 -2.2823  0.081

=====

Computed Kohn-Sham gap (eV) in order:
6.1, 8.6
Computed lowest unoccupied orbital energy (eV) in order:
-9.311, 0.474